Record 1
Computed, not measured: a structure of composition C20H37BBeF11N5NaO15PS at a distorted geometry, with ωB97M-V/def2-TZVPD.

Output
- F_max: 4.01 eV/Å
- Highest occupied orbital energy: -6.9152 eV
- Orbital gap: 1.947 eV

Positions of all 93 atoms, in Å:
B 9.41 -0.92 1.98
C 7.86 -0.99 2.18
C 7.21 0.09 2.79
C 5.86 0.12 3.08
C 5.15 -1.03 2.73
C 5.87 -2.05 2.11
N 7.17 -2.08 1.82
H 9.93 -0.02 1.42
H 10.06 -1.81 2.43
H 7.82 0.94 3.07
H 5.39 0.96 3.58
H 4.10 -1.15 2.95
H 5.32 -2.95 1.86
Na 6.04 -0.16 0.67
C 0.27 -1.90 -3.22
C 0.42 -0.67 -4.10
C 1.80 -0.46 -4.70
F 2.74 -0.31 -3.71
F 1.82 0.68 -5.44
F 0.01 0.43 -3.43
F -0.40 -0.83 -5.16
O 0.31 -1.72 -1.82
C 1.34 -1.66 -0.95
C 1.37 -0.31 -0.21
F 1.50 0.74 -1.01
F 2.43 -0.33 0.66
F 2.53 -2.00 -1.48
F 1.06 -2.58 0.01
H -0.75 -2.26 -3.33
H 0.91 -2.72 -3.56
H 2.07 -1.30 -5.35
H 0.44 -0.19 0.34
C 6.73 2.93 -1.49
O 6.67 3.67 -2.51
O 6.68 1.63 -1.55
O 6.84 3.41 -0.32
O -2.14 0.38 -0.71
H -2.57 1.10 -0.21
H -1.73 0.74 -1.54
H -2.82 -0.37 -0.94
C -0.52 3.04 -1.72
O 0.14 3.73 -2.50
O -1.69 2.58 -1.98
O -0.08 2.65 -0.60
O -4.83 0.26 2.29
P -3.96 0.62 3.44
N -2.81 -0.64 3.54
C -2.53 -1.59 4.59
C -2.02 -0.81 2.33
N -5.10 0.70 4.73
C -4.88 0.11 6.03
C -6.51 0.60 4.35
N -3.01 1.87 3.99
C -1.66 1.75 4.50
C -3.66 3.14 4.33
H -1.49 -1.52 4.93
H -2.70 -2.62 4.24
H -3.16 -1.45 5.46
H -1.32 0.02 2.19
H -2.67 -0.87 1.46
H -1.44 -1.73 2.36
H -5.04 -0.98 6.03
H -5.58 0.54 6.76
H -3.88 0.33 6.41
H -6.83 -0.43 4.17
H -6.71 1.19 3.46
H -7.16 1.02 5.16
H -1.64 1.34 5.51
H -1.19 2.74 4.53
H -1.03 1.14 3.86
H -3.94 3.17 5.39
H -4.56 3.29 3.74
H -2.99 3.98 4.12
C -0.42 -1.95 -9.00
N 0.43 -2.29 -7.83
O 1.62 -2.02 -7.88
O -0.11 -2.81 -6.88
H 0.20 -1.49 -9.75
H -0.86 -2.87 -9.35
H -1.19 -1.27 -8.64
Be -8.30 0.43 6.64
C -4.80 -0.47 -3.61
F -4.00 0.57 -3.34
F -6.01 -0.19 -3.13
F -4.89 -0.60 -4.93
S -4.13 -2.00 -2.85
O -4.08 -1.67 -1.42
O -2.82 -2.13 -3.44
O -5.09 -3.01 -3.19
O 4.06 2.85 -4.08
H 3.66 2.03 -3.69
H 4.98 3.01 -3.72
H 3.48 3.62 -3.92

Atom charges from the Löwdin analysis, given in e for atoms 1 to 4:
1. B 0.15
2. C -0.30
3. C -0.05
4. C -0.04

Record 2
Computed, not measured: a structure of composition C18H29N5O9SW at a distorted geometry, with ωB97M-V/def2-TZVPD.

Output
- Energy relative to the best compared isomer or geometry (same formula, charge and spin): 22.4 kcal per mole
- F_max: 3.32 eV/Å
- Spin multiplicity: 3
- Highest occupied orbital energy (spin up / spin down): -7.9176 / -9.1966 eV
- Orbital gap (spin up / spin down): 7.811 / 8.787 eV

Positions of all 63 atoms, in Å:
W 1.08 -0.05 0.01
O -2.27 0.54 -2.50
C -1.11 0.39 -2.25
O -0.62 0.36 -0.98
C -0.09 -0.21 -3.24
C 0.18 -1.59 -2.67
C 0.86 -2.52 -3.69
C 2.28 -1.91 -3.75
C 2.24 -0.82 -2.73
O 1.35 -1.36 -1.74
C 1.39 0.39 -3.29
C 1.34 1.65 -2.44
O 0.90 2.70 -2.88
O 1.82 1.50 -1.21
H -0.50 -0.27 -4.27
H -0.66 -2.00 -2.08
H 0.42 -2.48 -4.67
H 0.90 -3.63 -3.33
H 2.57 -1.61 -4.73
H 2.93 -2.68 -3.30
H 3.11 -0.46 -2.21
H 1.63 0.64 -4.34
C 2.05 2.17 1.91
N 0.70 1.64 1.63
C 0.11 1.18 2.90
C -0.11 2.83 1.08
C -1.37 3.17 1.88
N -2.51 2.29 1.57
C -3.51 2.54 2.61
C -3.16 2.59 0.28
H 1.84 2.91 2.72
H 2.46 2.76 1.06
H 2.76 1.38 2.18
H 0.09 1.96 3.63
H 0.71 0.36 3.33
H -0.96 0.98 2.81
H -0.31 2.52 0.02
H 0.59 3.65 1.01
H -1.57 4.23 1.62
H -1.17 3.23 2.94
H -3.77 3.62 2.74
H -3.01 2.31 3.58
H -4.44 1.94 2.40
H -3.33 3.65 0.10
H -4.11 2.12 0.32
H -2.60 2.19 -0.56
O 4.09 -0.38 2.24
S 3.32 -1.06 1.25
O 3.63 -2.42 0.93
O 3.21 -0.15 0.01
O 1.78 -0.98 1.66
N -0.13 -5.28 1.18
C -0.65 -4.07 1.03
C 0.15 -2.93 0.77
N -0.41 -1.74 0.64
C -1.71 -1.55 0.96
C -2.46 -2.67 1.15
N -1.95 -3.87 1.10
H 0.88 -5.40 1.41
H -0.64 -6.15 1.19
H 1.24 -2.93 0.69
H -2.01 -0.53 0.86
H -3.47 -2.69 1.46

Atom charges from the Löwdin analysis, given in e for atoms 1 to 4:
1. W 1.80
2. O 0.13
3. C -0.50
4. O -0.25

Record 3
Computed, not measured: an isolated molecule of C4H7ClO at a distorted geometry, with ωB97M-V/def2-TZVPD.

Output
- SMILES: C=C(CCl)OC
- Energy relative to the best compared isomer or geometry (same formula, charge and spin): 41.6 kcal per mole
- F_max: 3.48 eV/Å
- Highest occupied orbital energy: -9.4546 eV
- Orbital gap: 10.360 eV

Positions of all 13 atoms, in Å:
C -1.27 -0.31 -0.82
C -0.45 -0.21 0.22
C -0.85 0.56 1.39
Cl -0.45 2.32 1.38
O 0.91 -0.66 0.30
C 1.74 -0.46 -0.78
H -2.16 0.24 -0.91
H -1.09 -1.07 -1.51
H -0.43 0.25 2.37
H -1.88 0.60 1.62
H 1.94 0.60 -1.06
H 2.67 -0.90 -0.53
H 1.33 -0.96 -1.68

Atom charges from the Löwdin analysis, given in e for atoms 1 to 4:
1. C 0.09
2. C -0.38
3. C -0.53
4. Cl 0.53

Record 4
Computed, not measured: a cluster of 3 separate species, C21H47O10S in total at a distorted geometry, with ωB97M-V/def2-TZVPD.

Output
- Charge: -1
- F_max: 5.57 eV/Å
- Highest occupied orbital energy: -4.8607 eV
- Orbital gap: 7.391 eV

Positions of all 79 atoms, in Å:
C -5.33 -3.72 0.72
O -5.60 -3.57 -0.68
C -5.14 -4.72 -1.41
C -3.92 -4.40 -2.33
C -2.54 -4.36 -1.55
C -2.33 -2.88 -1.04
C -1.46 -2.78 0.26
C -1.25 -1.26 0.70
C -2.52 -0.64 1.38
C -3.58 -0.04 0.40
S -2.88 0.99 -0.94
O -2.25 0.19 -2.01
O -2.01 1.99 -0.30
O -4.08 1.72 -1.55
H -4.23 -3.88 0.89
H -5.66 -2.82 1.29
H -5.87 -4.61 1.13
H -4.83 -5.53 -0.71
H -5.98 -5.02 -2.08
H -3.84 -5.08 -3.21
H -4.05 -3.37 -2.76
H -1.69 -4.62 -2.23
H -2.55 -5.09 -0.71
H -3.34 -2.49 -0.78
H -1.89 -2.30 -1.87
H -0.45 -3.26 0.08
H -1.92 -3.33 1.12
H -0.82 -0.63 -0.12
H -0.46 -1.30 1.49
H -2.19 0.07 2.17
H -3.03 -1.49 1.92
H -4.22 0.65 1.01
H -4.29 -0.78 -0.02
C -1.42 5.21 0.61
O -0.62 5.58 1.72
C -1.15 5.09 2.94
C -0.11 5.16 4.04
O 0.80 4.07 4.02
C 1.80 4.12 3.00
C 2.90 5.12 3.30
O 2.50 6.43 2.91
C 3.36 7.41 3.43
H -2.44 5.60 0.73
H -0.98 5.65 -0.28
H -1.45 4.13 0.50
H -1.48 4.05 2.82
H -2.02 5.71 3.21
H -0.63 5.08 5.00
H 0.41 6.12 4.04
H 1.35 4.28 2.02
H 2.24 3.12 3.00
H 3.80 4.85 2.72
H 3.14 5.10 4.37
H 3.33 7.41 4.53
H 3.02 8.38 3.07
H 4.39 7.25 3.09
C 6.90 -2.38 -2.45
O 5.55 -2.11 -2.73
C 4.98 -3.10 -3.57
C 3.47 -3.00 -3.57
O 2.87 -3.63 -2.45
C 2.97 -2.92 -1.21
C 2.03 -1.74 -1.13
O 2.60 -0.61 -1.77
C 1.64 0.42 -1.97
H 7.50 -2.43 -3.37
H 7.29 -1.56 -1.83
H 7.00 -3.31 -1.89
H 5.28 -4.10 -3.23
H 5.35 -2.94 -4.59
H 3.09 -3.54 -4.44
H 3.13 -1.96 -3.66
H 4.00 -2.64 -1.00
H 2.67 -3.64 -0.44
H 1.87 -1.47 -0.07
H 1.07 -1.99 -1.59
H 0.84 0.08 -2.64
H 2.14 1.26 -2.44
H 1.21 0.75 -1.02

Atom charges from the Löwdin analysis, given in e for atoms 1 to 4:
1. C -0.13
2. O -0.21
3. C -0.23
4. C -0.18

Record 5
Computed, not measured: a cluster of 4 separate species, C3H16NO4 in total at a distorted geometry, with ωB97M-V/def2-TZVPD.

Output
- Charge: +1
- Energy relative to the best compared isomer or geometry (same formula, charge and spin): 11.6 kcal per mole
- F_max: 1.08 eV/Å
- Highest occupied orbital energy: -14.2620 eV
- Orbital gap: 11.229 eV

Positions of all 24 atoms, in Å:
C 0.69 0.35 -0.63
C -0.56 1.15 -1.02
C -0.84 2.08 0.18
O -1.65 0.33 -1.37
N 1.10 -0.74 -1.61
H 0.77 -0.21 0.29
H 1.47 1.10 -0.61
H -0.26 1.78 -1.87
H 0.03 2.73 0.30
H -1.66 2.75 -0.04
H -0.99 1.52 1.10
H -2.08 0.15 -0.52
H 0.95 -1.66 -1.14
H 0.62 -0.75 -2.51
H 2.09 -0.63 -1.84
H 0.53 -3.95 -0.65
H -0.79 -3.23 -0.24
O 0.10 -3.09 -0.60
H 1.64 1.68 1.94
H 2.27 0.92 3.07
O 1.59 0.83 2.40
H -0.89 -0.87 1.76
H -2.40 -1.02 2.16
O -1.75 -1.22 1.48

Atom charges from the Löwdin analysis, given in e for atoms 1 to 4:
1. C -0.11
2. C -0.42
3. C -0.03
4. O -0.01

Record 6
Computed, not measured: a cluster of 7 separate species, C49H46N6O17 in total at a distorted geometry, with ωB97M-V/def2-TZVPD.

Output
- SMILES: CCOC1=CC(=O)C=C(CCOC(=O)CC)C1=O.O=[N+]([O-])c1ccccc1.O=[N+]([O-])c1ccccc1.O=[N+]([O-])c1ccccc1.O=[N+]([O-])c1ccccc1.O=[N+]([O-])c1ccccc1.O=[N+]([O-])c1ccccc1
- F_max: 6.81 eV/Å
- Highest occupied orbital energy: -9.3829 eV
- Orbital gap: 8.641 eV

Positions of all 118 atoms, in Å:
C -0.21 7.58 -0.74
C -0.87 7.28 0.62
O -1.22 5.91 0.80
C -2.32 5.51 0.14
C -3.40 6.20 -0.16
C -4.51 5.50 -0.86
O -5.22 6.02 -1.65
C -4.70 4.05 -0.46
C -3.64 3.34 -0.17
C -3.79 1.90 0.27
C -2.52 1.27 0.81
O -2.83 -0.11 1.03
C -1.72 -0.83 1.38
O -1.62 -1.23 2.47
C -0.66 -1.15 0.34
C -1.38 -1.59 -0.97
C -2.31 4.05 -0.28
O -1.33 3.52 -0.69
H -0.38 8.62 -1.03
H -0.51 6.89 -1.53
H 0.87 7.50 -0.62
H -0.11 7.49 1.38
H -1.68 8.00 0.82
H -3.50 7.24 0.13
H -5.70 3.63 -0.39
H -4.60 1.76 0.98
H -4.07 1.31 -0.62
H -1.73 1.34 0.05
H -2.18 1.73 1.75
H -0.07 -2.00 0.67
H -0.01 -0.28 0.18
H -2.12 -2.36 -0.76
H -0.68 -2.01 -1.69
H -1.89 -0.72 -1.40
O -4.63 -4.86 -3.83
N -4.52 -4.44 -2.70
O -4.37 -3.26 -2.41
C -4.58 -5.41 -1.60
C -4.71 -6.76 -1.89
C -4.74 -7.67 -0.85
C -4.64 -7.23 0.47
C -4.51 -5.88 0.74
C -4.48 -4.96 -0.29
H -4.79 -7.10 -2.91
H -4.84 -8.73 -1.06
H -4.65 -7.95 1.28
H -4.43 -5.54 1.77
H -4.38 -3.91 -0.07
O 2.99 9.52 -1.04
N 3.06 9.54 0.18
O 3.55 8.65 0.85
C 2.53 10.72 0.88
C 1.94 11.73 0.14
C 1.41 12.83 0.81
C 1.48 12.90 2.19
C 2.09 11.88 2.91
C 2.61 10.78 2.26
H 1.88 11.68 -0.94
H 0.94 13.62 0.24
H 1.07 13.76 2.71
H 2.15 11.95 3.99
H 3.08 9.99 2.82
O 1.41 -2.51 -1.07
N 2.44 -1.86 -1.05
O 2.92 -1.36 -0.05
C 3.15 -1.66 -2.32
C 2.60 -2.19 -3.49
C 3.26 -1.98 -4.69
C 4.45 -1.26 -4.72
C 4.99 -0.75 -3.55
C 4.34 -0.95 -2.34
H 1.68 -2.74 -3.47
H 2.84 -2.37 -5.60
H 4.95 -1.10 -5.66
H 5.91 -0.20 -3.57
H 4.76 -0.55 -1.43
O 6.79 -2.52 3.74
N 6.07 -2.94 4.62
O 6.42 -3.18 5.76
C 4.66 -3.19 4.28
C 4.22 -2.97 2.98
C 2.90 -3.22 2.66
C 2.03 -3.69 3.63
C 2.47 -3.90 4.93
C 3.80 -3.65 5.26
H 4.90 -2.61 2.22
H 2.55 -3.06 1.65
H 0.99 -3.89 3.38
H 1.79 -4.26 5.69
H 4.14 -3.82 6.27
O -0.58 -5.80 2.84
N -0.73 -6.97 2.55
O -1.52 -7.36 1.70
C 0.06 -7.97 3.27
C 0.93 -7.55 4.26
C 1.67 -8.50 4.96
C 1.53 -9.85 4.65
C 0.66 -10.25 3.65
C -0.08 -9.31 2.95
H 1.05 -6.51 4.50
H 2.35 -8.19 5.74
H 2.10 -10.59 5.20
H 0.56 -11.30 3.41
H -0.76 -9.63 2.17
O 0.83 -1.41 -7.16
N 0.80 -1.32 -5.95
O 1.32 -2.12 -5.18
C 0.10 -0.17 -5.37
C -0.53 0.74 -6.21
C -1.21 1.81 -5.65
C -1.25 1.97 -4.27
C -0.61 1.05 -3.45
C 0.07 -0.02 -4.00
H -0.50 0.62 -7.28
H -1.71 2.53 -6.29
H -1.79 2.80 -3.84
H -0.64 1.18 -2.37
H 0.56 -0.73 -3.35

Atom charges from the Löwdin analysis, given in e for atoms 1 to 4:
1. C -0.04
2. C -0.22
3. O 0.00
4. C -0.23

Record 7
Computed, not measured: a cluster of 5 separate species, C23H35NO9 in total, with ωB97M-V/def2-TZVPD.

Output
- SMILES: C=CC[C@@H]1CNC(=O)C1.O=C1CCCO1.O=C1CCCO1.O=C1CCCO1.O=C1CCCO1
- Energy relative to the best compared isomer or geometry (same formula, charge and spin): 16.8 kcal per mole
- F_max: 0.69 eV/Å
- Highest occupied orbital energy: -8.6712 eV
- Orbital gap: 9.240 eV

Positions of all 68 atoms, in Å:
C -1.65 0.81 -2.03
C -2.22 0.87 -0.85
C -1.68 1.73 0.27
C -2.32 1.65 1.68
C -1.22 1.37 2.77
N -1.48 0.03 3.39
C -2.32 -0.58 2.37
O -2.13 -1.66 1.88
C -3.29 0.49 1.92
H -0.91 1.54 -2.32
H -1.90 0.00 -2.70
H -3.12 0.30 -0.68
H -0.62 1.48 0.36
H -1.71 2.77 -0.06
H -2.77 2.61 1.93
H -1.19 2.12 3.55
H -0.22 1.36 2.33
H -2.15 0.23 4.14
H -3.92 0.20 1.09
H -3.95 0.73 2.75
O -1.80 4.44 -2.60
C -0.81 4.87 -2.10
C -0.54 6.28 -1.60
C 0.97 6.32 -1.45
C 1.29 4.85 -1.16
O 0.29 4.10 -1.87
H -1.06 6.40 -0.65
H -0.94 7.01 -2.31
H 1.33 6.98 -0.67
H 1.44 6.61 -2.39
H 1.20 4.61 -0.09
H 2.26 4.53 -1.51
O -2.48 -1.70 -4.17
C -2.29 -2.54 -3.34
C -3.32 -3.41 -2.63
C -2.55 -3.93 -1.42
C -1.12 -3.94 -1.95
O -1.06 -2.85 -2.89
H -3.61 -4.21 -3.32
H -4.20 -2.82 -2.38
H -2.87 -4.91 -1.07
H -2.63 -3.22 -0.59
H -0.87 -4.86 -2.48
H -0.37 -3.77 -1.18
O 1.54 4.99 3.39
C 2.02 4.05 3.95
C 3.39 3.94 4.61
C 3.57 2.43 4.76
C 2.13 1.95 4.88
O 1.36 2.88 4.09
H 3.33 4.45 5.57
H 4.14 4.43 4.00
H 4.19 2.14 5.61
H 4.03 2.02 3.86
H 1.76 1.99 5.91
H 1.96 0.95 4.48
O 0.56 -7.94 -1.63
C 1.43 -7.26 -2.08
C 2.79 -7.68 -2.62
C 3.57 -6.37 -2.65
C 2.46 -5.35 -2.85
O 1.31 -5.91 -2.19
H 2.63 -8.10 -3.61
H 3.22 -8.45 -1.98
H 4.33 -6.32 -3.43
H 4.05 -6.21 -1.69
H 2.21 -5.21 -3.90
H 2.66 -4.38 -2.40

Atom charges from the Löwdin analysis, given in e for atoms 1 to 4:
1. C 0.03
2. C -0.16
3. C -0.15
4. C -0.25

no.,total energy (eV)
1,-114999.216
2,-57676.599
3,-18829.724
4,-53847.038
5,-13044.635
6,-95286.850
7,-44335.829